DFT (wB97M-V/def2-TZVPD) results for a 13-piece molecular cluster, C64H97N14O2 overall.

Each line ends with the Mulliken charge.
CARTESIAN COORDINATES (ANGSTROEM)
H (-19.4753, 10.3983, -7.4016)  0.3153
H (-24.6007, 11.7820, -7.0656)  0.3616
C (-19.3693, 10.9312, -14.9159)  -0.8106
H (-14.3279, 3.2799, -11.0811)  0.2952
C (-13.9321, 3.3238, -18.1694)  -0.9971
H (-14.5389, 1.9841, -13.5490)  0.7275
H (-17.2541, 12.6390, -18.9209)  0.2989
N (-19.3778, 12.5031, -18.5532)  0.1626
H (-20.2483, 6.4554, -7.7713)  0.2583
N (-15.6399, 1.9091, -18.0420)  0.1292
H (-15.9386, 2.2712, -10.8963)  0.3675
C (-23.8378, 5.4091, -8.1413)  -0.4776
C (-19.6006, 14.1206, -10.8377)  -0.7822
C (-19.4979, 8.4530, -15.0491)  -1.1944
C (-18.1303, 11.9633, -18.8401)  -0.8340
N (-22.7751, 3.8746, -16.6527)  0.0440
C (-15.8043, 5.9627, -18.8793)  -0.6471
C (-17.9449, 7.3546, -7.5105)  -1.3972
H (-24.6671, 4.3334, -17.2920)  0.4785
H (-18.0179, 1.3808, -14.4130)  0.1319
C (-23.7452, 5.1339, -10.3918)  -0.5460
C (-17.7534, 6.1997, -8.4692)  -0.2123
C (-18.6684, 7.5583, -10.3651)  2.7109
C (-17.4924, 6.7240, -9.8450)  -1.1033
C (-18.6174, 13.7025, -11.8011)  -0.5203
H (-16.9415, 5.9403, -15.7184)  0.2149
C (-23.6532, 4.4263, -17.5715)  -0.5101
C (-17.3789, 9.3265, -14.7043)  -1.7111
H (-23.3393, 5.0113, -11.3532)  0.5981
H (-18.5960, 11.6819, -15.1705)  0.2675
H (-23.2435, 13.9848, -14.8065)  0.3126
H (-17.7089, 4.2888, -15.1190)  -0.3737
C (-14.9199, 2.8448, -17.3697)  0.6177
O (-17.8989, 4.7835, -12.2080)  -0.0953
C (-21.5827, -0.4171, -17.5016)  -0.4545
H (-22.9089, 8.6367, -15.7465)  0.5177
H (-16.4888, 7.4308, -14.2873)  0.5688
H (-17.4810, 5.9425, -10.6010)  -0.5449
H (-22.4779, 10.2303, -8.1301)  0.1856
N (-25.7986, 10.7147, -8.4248)  0.0195
N (-20.8447, 0.5935, -15.7072)  0.1354
H (-18.0841, 7.0112, -6.4392)  0.2752
C (-14.0228, 2.6893, -19.4437)  -0.4857
C (-17.8192, 1.1642, -13.3486)  -1.0242
H (-21.2286, 11.6923, -18.0746)  0.5420
C (-17.8376, 6.4419, -19.6696)  -0.1554
C (-17.3783, 5.2937, -20.2539)  -1.1671
H (-19.9744, 15.1207, -10.8143)  0.4338
H (-19.0843, 5.6436, -13.9322)  -0.8569
C (-15.5870, 2.1607, -13.5120)  -1.4558
H (-19.6969, 13.4468, -18.5729)  0.2505
C (-19.8474, 6.6602, -10.6829)  -0.8039
C (-19.0249, 6.0080, -14.9743)  0.4471
H (-18.4894, 0.3226, -13.0220)  0.3652
H (-19.6323, 1.8391, -11.0382)  0.5932
H (-17.0312, 8.0492, -7.5668)  0.4071
N (-19.1109, 11.9591, -10.4827)  0.1095
N (-23.1228, 4.8631, -9.1717)  0.0165
C (-25.5971, 9.7049, -9.3137)  -1.2917
H (-21.7236, -0.8439, -18.5709)  0.2633
H (-16.6770, 10.1539, -14.6240)  0.5345
H (-17.0625, 8.5006, -11.3544)  0.3940
H (-25.2214, 12.3068, -15.6267)  0.4745
H (-24.1576, 10.2861, -17.3189)  0.5451
H (-20.5549, 7.2649, -11.2813)  0.3350
O (-20.0831, 9.4127, -9.8503)  -0.3572
H (-17.9665, 4.6591, -20.8741)  0.3893
H (-26.3260, 9.2995, -9.9802)  0.4363
C (-22.9023, 5.0229, -18.5338)  -0.9669
H (-20.3057, 6.5379, -9.7320)  0.4014
C (-20.5487, 15.5014, -16.0438)  -1.0428
H (-18.7280, 8.9948, -11.9974)  0.1503
H (-22.2001, -0.2286, -14.2867)  0.4152
C (-18.4374, 12.3308, -11.6286)  -0.3539
N (-18.9192, 8.6690, -9.3797)  0.3851
H (-18.8451, 6.7434, -19.8171)  0.6473
H (-17.2747, 9.9734, -18.5812)  0.4560
H (-16.0698, 0.1299, -13.8938)  0.5372
H (-15.3102, 3.0153, -16.3813)  0.0965
C (-17.3790, 7.9828, -14.5493)  0.0091
C (-20.2113, 11.4421, -18.3045)  -1.2415
H (-18.4435, 3.0708, -10.4439)  -0.0002
N (-21.1163, 14.0926, -14.3976)  0.2533
C (-21.4989, 4.8831, -18.1919)  -0.1521
C (-17.8670, 5.2928, -15.6645)  -0.0928
H (-16.7743, 7.7745, -18.1306)  0.2591
H (-18.0102, 9.7611, -6.8526)  0.4486
H (-18.0004, 14.3278, -12.5055)  0.4614
H (-23.2159, 5.4455, -19.4318)  0.4978
H (-20.2818, 1.9491, -13.2279)  0.9339
C (-19.1346, 8.2674, -7.8929)  2.4607
C (-15.1153, 4.5312, -13.2650)  -1.5676
C (-24.2489, 9.4288, -9.3793)  0.1000
H (-16.2019, 1.2603, -17.5008)  0.2725
N (-17.3724, 3.5977, -12.9201)  -0.3954
N (-18.7574, 9.6127, -14.9384)  0.8764
C (-18.3097, 2.4355, -12.6340)  2.3136
H (-20.1390, 10.8259, -15.6547)  0.2833
H (-19.3291, 3.0720, -14.3238)  -0.0189
H (-23.7720, 8.6772, -10.0123)  0.6160
H (-20.9018, 9.0410, -9.8633)  -0.0437
H (-14.8358, 6.0660, -18.3566)  0.3019
C (-15.4746, 3.1708, -11.2512)  -1.2487
H (-15.6624, 4.0948, -19.8349)  0.3583
H (-19.7802, 9.3445, -18.1190)  0.6532
H (-20.7650, 7.6902, -6.5625)  0.4913
H (-18.0325, 7.3811, -12.3343)  -0.8024
H (-23.2910, 9.4902, -13.2367)  0.6244
C (-21.9314, 15.2074, -16.1466)  -0.3736
C (-19.0227, 9.4966, -7.0395)  -2.0842
H (-17.8912, 1.4417, -10.7234)  0.4025
C (-16.3655, 0.8875, -13.1613)  -1.0870
C (-24.9026, 5.7468, -10.1081)  -0.7735
C (-24.6299, 10.9905, -7.8441)  -0.6747
N (-16.1431, 4.9763, -19.7377)  0.0841
H (-20.6379, 3.8274, -16.3936)  0.2608
H (-23.3246, -1.4872, -16.4416)  0.3321
C (-15.0777, 1.8560, -19.3411)  -0.7627
N (-18.6501, 7.4729, -14.8599)  1.3658
C (-23.4764, 10.0225, -14.1423)  -0.9351
H (-26.7426, 10.9168, -8.1222)  0.2357
H (-19.2416, 11.0115, -10.2370)  0.5920
H (-25.6123, 6.5071, -8.0277)  0.3884
H (-19.9290, 5.9376, -15.6192)  0.2383
H (-20.2014, 3.6742, -12.8774)  -0.4294
H (-19.7606, 11.1880, -13.9213)  0.0133
C (-21.9326, -0.1770, -15.3136)  -0.5095
H (-15.8901, 2.5112, -14.5480)  -0.4051
H (-19.5695, 9.3522, -6.1266)  0.4113
H (-16.1137, 0.4773, -12.1592)  0.4042
H (-20.1234, 16.1605, -16.7954)  0.4060
C (-15.9580, 3.3525, -12.6727)  1.9890
C (-20.6511, 0.4747, -17.0622)  -0.5229
C (-23.6205, 10.2438, -8.3343)  -0.0053
C (-18.0967, 8.1781, -11.5811)  -1.0124
C (-20.3969, 7.5449, -7.6060)  -1.7632
H (-20.7054, 5.3870, -18.6119)  0.9162
H (-19.4388, 5.6882, -11.0779)  -0.6995
H (-17.6937, 11.7256, -12.1651)  0.3681
H (-14.0817, 4.0368, -13.3895)  0.4807
C (-19.8224, 13.0345, -10.0429)  -0.5599
H (-25.6084, 6.1573, -10.8153)  0.4420
H (-15.1273, 5.3098, -12.5124)  0.3160
C (-20.0244, 14.6963, -15.0074)  -0.2074
C (-18.6045, 2.1666, -11.0782)  -1.7170
C (-22.2627, 14.4041, -15.1015)  -0.4495
C (-24.9552, 5.9498, -8.6967)  -0.2373
H (-22.2353, 4.4599, -9.1221)  0.2222
C (-19.6216, 2.7922, -13.2681)  -1.5540
H (-16.6794, 7.3820, -9.8476)  1.0485
H (-19.0327, 14.4085, -14.7307)  0.3859
H (-22.6404, 15.5544, -16.8223)  0.4995
H (-16.0097, 3.9997, -10.7504)  -0.0907
H (-13.3503, 2.7197, -20.2469)  0.4252
H (-15.5659, 1.3107, -20.1042)  0.3814
H (-18.6486, 5.5014, -8.6163)  0.1099
H (-20.3121, 1.1673, -15.0507)  0.2760
C (-24.1147, 10.4387, -16.2827)  -0.6752
C (-22.3944, -0.8635, -16.3944)  -0.5787
C (-16.7974, 6.9588, -18.8696)  -0.1008
C (-19.5046, 10.3311, -18.4038)  0.0028
C (-21.4666, 4.1655, -17.0194)  -0.7707
C (-18.1391, 10.6033, -18.6742)  -0.2482
C (-23.3545, 9.5788, -15.4562)  -0.0210
H (-22.9564, 3.2382, -15.8776)  0.2250
H (-16.9087, 5.4949, -8.1897)  0.3659
C (-24.6259, 11.4329, -15.4357)  -0.7857
H (-19.9113, 1.0250, -17.6205)  0.4849
H (-24.4322, 11.5671, -13.2953)  0.1918
H (-13.1439, 3.9812, -17.8667)  0.4999
H (-23.4976, 5.4342, -7.0939)  0.3757
H (-15.4369, 4.7960, -14.2211)  -0.0808
H (-18.0522, 5.0911, -16.7269)  0.2795
H (-20.4742, 12.8228, -9.2050)  0.4136
H (-21.2321, 7.8509, -8.2946)  -0.0695
H (-21.1078, 13.4804, -13.6135)  0.1858
N (-24.2833, 11.1134, -14.1462)  0.0658

charge: -1
HOMO level: -3.79 eV
energy: -92888.23218 eV
frontier orbital gap: 5.77 eV
lowest unoccupied orbital energy: 2.0 eV
spin multiplicity: 1